No. 1
The following is a quantum chemistry calculation of the ion C20H35N2O with charge +1 at a distorted geometry, from OMol25.

Last column: Mulliken charge in e.
Atoms and positions in Å:
C1 -5.3039 -3.0726 -0.1883  -1.294
C2 -4.9785 -1.6339 0.1928  -0.351
C3 -3.6822 -1.1553 -0.4560  -0.600
C4 -3.3487 0.2860 -0.0792  -0.845
C5 -2.0488 0.7465 -0.7344  -0.178
C6 -1.6717 2.1905 -0.3941  -0.421
C7 -1.1771 2.3300 1.0442  -0.156
C8 -0.7039 3.7356 1.4238  -1.175
C9 0.4121 4.3458 0.5715  -0.695
C10 1.7632 3.6181 0.6489  -0.793
N1 1.8045 2.4246 -0.1817  0.298
C11 1.7476 2.5598 -1.5116  -0.196
C12 1.7004 1.4572 -2.3401  -0.948
C13 1.7113 0.1866 -1.7840  0.243
C14 1.8116 0.0574 -0.3992  -0.374
C15 1.5721 -1.2659 0.3048  0.166
O1 0.4933 -1.3720 0.8565  -0.687
N2 2.5187 -2.2023 0.2469  0.323
C16 3.8399 -1.9772 -0.3050  -0.614
C17 4.7868 -1.3645 0.7247  -1.024
C18 2.2573 -3.4901 0.8776  -0.662
C19 1.8111 -4.5282 -0.1449  -1.114
C20 1.8480 1.2103 0.3700  -0.114
H1 -5.4196 -3.1659 -1.2659  0.330
H2 -4.5071 -3.7413 0.1300  0.317
H3 -6.2291 -3.3926 0.2840  0.388
H4 -5.7986 -0.9823 -0.1167  0.336
H5 -4.8869 -1.5581 1.2784  0.327
H6 -3.7733 -1.2349 -1.5422  0.363
H7 -2.8605 -1.8035 -0.1422  0.236
H8 -4.1649 0.9421 -0.3895  0.306
H9 -3.2590 0.3518 1.0059  0.343
H10 -2.1556 0.6573 -1.8187  0.474
H11 -1.2432 0.0766 -0.4222  -0.365
H12 -0.8966 2.5169 -1.0950  0.218
H13 -2.5381 2.8370 -0.5439  0.491
H14 -0.3947 1.5912 1.2276  -0.041
H15 -1.9991 2.0795 1.7150  0.575
H16 -1.5578 4.4123 1.3590  0.414
H17 -0.3823 3.7235 2.4675  0.406
H18 0.5819 5.3621 0.9305  0.429
H19 0.0883 4.4215 -0.4666  0.369
H20 1.9680 3.3380 1.6831  0.381
H21 2.5526 4.2930 0.3069  0.439
H22 1.7381 3.5647 -1.9068  0.414
H23 1.6408 1.5948 -3.4077  0.496
H24 1.6336 -0.6887 -2.4106  0.622
H25 4.2307 -2.9411 -0.6349  0.422
H26 3.7722 -1.3238 -1.1783  0.325
H27 5.7794 -1.2600 0.2965  0.404
H28 4.8586 -1.9981 1.6045  0.337
H29 4.4370 -0.3823 1.0363  0.183
H30 1.4674 -3.3385 1.6159  0.401
H31 3.1655 -3.8169 1.3870  0.326
H32 0.8883 -4.2115 -0.6239  0.290
H33 1.6316 -5.4750 0.3552  0.402
H34 2.5698 -4.6819 -0.9089  0.319
H35 1.8995 1.1475 1.4478  0.538

Forces on the atoms, in the same order (eV/Å):
C -0.1 0.2 0.1
C 0.2 -0.2 -0.2
C -0.3 0.3 0.3
C 0.3 -0.3 -0.3
C -0.2 0.2 0.0
C 0.2 -0.3 0.1
C -0.1 0.3 -0.1
C 0.0 -0.1 -0.1
C 0.0 -0.2 0.3
C -0.3 1.2 0.5
N 0.2 -0.6 -0.3
C 0.0 -0.2 -0.7
C 0.0 0.1 0.2
C 0.1 0.2 0.4
C -0.2 0.2 -0.2
C 0.1 0.4 -0.1
O -0.3 0.0 0.2
N 0.0 -0.1 0.0
C 0.4 0.3 0.1
C -0.1 -0.2 -0.2
C -0.3 -0.3 0.1
C 0.1 0.1 0.2
C 0.1 -0.7 0.0
H 0.0 -0.1 -0.1
H 0.1 -0.1 0.0
H -0.1 -0.1 0.0
H 0.0 0.1 0.1
H 0.0 0.1 0.0
H 0.1 0.0 -0.1
H 0.1 -0.1 -0.1
H -0.1 0.1 0.0
H -0.1 0.0 0.1
H 0.0 -0.1 0.0
H 0.1 -0.1 0.0
H 0.0 0.1 0.0
H 0.0 0.1 -0.1
H -0.1 -0.1 0.1
H 0.1 -0.1 0.1
H 0.0 0.0 0.1
H 0.0 0.1 0.1
H 0.1 0.0 -0.1
H 0.1 0.1 -0.1
H 0.1 -0.1 -0.1
H 0.0 -0.2 0.0
H 0.0 0.1 0.1
H 0.0 0.1 -0.1
H 0.0 -0.1 -0.1
H -0.1 0.1 -0.1
H 0.1 -0.2 0.0
H 0.1 0.0 0.0
H 0.0 0.0 0.1
H 0.0 0.1 0.0
H 0.2 0.0 0.0
H 0.0 0.1 0.0
H -0.1 0.0 0.0
H 0.0 -0.1 0.0
H 0.1 -0.1 -0.1
H -0.1 0.1 0.0

Results
* HOMO-LUMO gap: 0.3081 Eh
* calculated total energy: -26330.5397 eV
* net charge: +1
* energy relative to the best compared isomer or geometry (same formula, charge and spin): 0.000 eV
* HOMO energy: -12.51 eV
* structure (SMILES): CCCCCCCCCC[n+]1cccc(C(=O)N(CC)CC)c1

---

No. 2
The following is a quantum chemistry calculation of a structure of composition C25H40BBiO3PSbSe4Si, from OMol25.

Last column: Mulliken charge in e.
Atoms and positions in Å:
Bi1 0.0217 -0.7528 2.1321  0.572
Se1 -0.0667 -4.3074 4.9480  -0.711
Sb1 -1.3301 -2.2406 4.9718  0.646
Se2 0.3170 -0.2795 4.8429  -0.743
Se3 -2.3617 -1.8664 2.6302  -0.620
Se4 -3.0006 -1.9299 6.6883  -0.743
C1 -3.3299 3.3955 1.7686  -1.984
C2 -2.2300 3.1176 2.7877  1.753
C3 -2.6639 3.5748 4.1689  -1.861
O1 -2.0466 1.6949 2.8266  -0.824
B1 -0.9144 1.3734 2.1282  1.208
O2 -0.2700 2.5016 1.6439  -0.490
C4 -0.8264 3.6384 2.3382  1.691
C5 0.1070 3.9195 3.5122  -1.972
C6 -0.8549 4.8241 1.3942  -1.900
H1 -4.2119 2.8244 2.0610  0.553
H2 -3.0297 3.0648 0.7726  0.232
H3 -3.5886 4.4571 1.7350  0.327
H4 -3.6607 3.1836 4.3774  0.465
H5 -2.6938 4.6675 4.2212  0.332
H6 -1.9926 3.1901 4.9344  0.326
H7 0.1248 3.0676 4.1963  0.274
H8 -0.1865 4.8182 4.0606  0.347
H9 1.1164 4.0537 3.1195  0.495
H10 -1.3957 4.5898 0.4784  0.330
H11 0.1688 5.0909 1.1254  0.461
H12 -1.3245 5.6853 1.8771  0.332
C7 5.2236 -0.0349 2.1616  -1.312
P1 3.4029 -0.1885 1.8736  0.464
C8 3.3803 -1.8265 1.0343  -0.505
C9 3.2508 0.8936 0.3918  -0.679
H13 5.7856 -0.1817 1.2347  0.320
H14 5.5395 -0.7769 2.8972  0.377
H15 5.4450 0.9559 2.5630  0.377
H16 4.2403 -1.9427 0.3648  0.388
H17 2.4570 -1.9028 0.4547  -0.320
H18 3.3880 -2.6264 1.7767  0.376
H19 4.0389 0.6872 -0.3414  0.358
H20 3.3054 1.9410 0.6977  0.401
H21 2.2744 0.7109 -0.0690  -0.158
C10 -1.7075 1.1706 -2.4826  -1.812
C11 -1.8732 -0.3347 -2.2275  2.572
C12 -2.7787 -0.5106 -0.9983  -1.725
C13 -2.5595 -1.0046 -3.4245  -1.943
Si1 -0.1899 -1.1057 -1.7516  -1.524
O3 0.3522 -0.5267 -0.3767  0.879
C14 1.1148 -0.8477 -3.1270  0.537
C15 0.8946 -0.3710 -4.4233  -0.029
C16 1.9358 -0.2135 -5.3352  -0.773
C17 3.2359 -0.5319 -4.9685  -0.417
C18 3.4835 -1.0101 -3.6860  -0.685
C19 2.4377 -1.1628 -2.7868  -0.206
C20 -0.4284 -2.9934 -1.7317  0.327
C21 -0.6145 -3.6655 -0.5190  0.332
C22 -0.7469 -5.0489 -0.4614  -0.874
C23 -0.6985 -5.7960 -1.6318  -0.384
C24 -0.5232 -5.1531 -2.8530  -0.719
C25 -0.3864 -3.7708 -2.8963  -0.045
H22 -2.6889 1.6430 -2.6315  0.509
H23 -1.0984 1.3776 -3.3669  0.259
H24 -1.2229 1.6524 -1.6276  0.208
H25 -3.7704 -0.0767 -1.1887  0.513
H26 -2.3575 -0.0150 -0.1200  0.038
H27 -2.9188 -1.5656 -0.7414  0.332
H28 -3.5412 -0.5424 -3.6013  0.527
H29 -2.7211 -2.0696 -3.2389  0.383
H30 -1.9819 -0.9127 -4.3486  0.247
H31 -0.1081 -0.1132 -4.7411  0.031
H32 1.7314 0.1617 -6.3322  0.386
H33 4.0500 -0.4069 -5.6728  0.340
H34 4.4956 -1.2606 -3.3868  0.404
H35 2.6465 -1.5309 -1.7868  0.139
H36 -0.6697 -3.1032 0.4072  0.017
H37 -0.8862 -5.5326 0.4983  0.509
H38 -0.7918 -6.8758 -1.5933  0.344
H39 -0.4882 -5.7332 -3.7695  0.376
H40 -0.2343 -3.2845 -3.8571  0.346

Forces on the atoms, in the same order (eV/Å):
Bi 0.3 0.0 -0.4
Se -0.1 0.1 -0.1
Sb 0.1 0.0 0.2
Se -0.3 -0.2 0.3
Se -0.1 -0.1 0.2
Se 0.0 0.0 -0.1
C 0.0 0.0 0.0
C 0.0 0.1 -0.1
C 0.0 0.0 0.0
O 0.0 -0.1 -0.1
B 0.1 0.3 0.0
O -0.1 -0.1 0.0
C 0.0 0.0 0.1
C 0.0 -0.1 0.0
C 0.0 0.0 0.0
H 0.0 0.0 0.0
H 0.0 0.0 0.0
H 0.0 0.0 0.0
H 0.0 0.0 0.0
H 0.0 0.0 0.0
H 0.0 0.0 0.0
H 0.0 0.0 0.0
H 0.0 0.0 0.0
H 0.0 0.0 0.0
H 0.0 0.0 0.0
H 0.0 0.0 0.0
H 0.0 0.0 0.0
C -0.1 0.0 0.1
P 0.0 0.1 -0.2
C 0.1 0.0 0.0
C 0.0 0.0 0.0
H 0.0 0.0 0.0
H 0.0 0.0 0.0
H 0.0 0.0 0.0
H -0.1 0.0 0.0
H 0.0 0.0 0.1
H 0.0 0.0 0.0
H 0.0 0.0 0.0
H 0.0 0.0 0.0
H 0.0 0.0 0.0
C 0.0 -0.1 0.0
C -0.1 0.1 -0.1
C 0.0 0.0 0.0
C 0.0 0.0 0.1
Si 0.0 0.0 0.1
O -0.1 -0.1 0.0
C 0.0 0.1 -0.1
C 0.1 -0.1 0.0
C 0.0 0.0 0.1
C -0.1 0.0 0.1
C 0.0 0.0 0.0
C 0.0 0.0 0.0
C 0.1 -0.1 0.0
C 0.0 0.0 0.0
C 0.0 0.0 -0.1
C 0.0 0.1 0.0
C 0.0 0.0 0.0
C 0.0 0.0 0.1
H 0.0 0.0 0.0
H 0.0 0.0 0.0
H 0.0 0.0 0.0
H 0.0 0.0 0.0
H 0.0 0.0 0.0
H 0.0 0.0 0.0
H 0.0 0.0 0.0
H 0.0 0.0 0.0
H 0.0 0.0 0.0
H 0.0 0.0 0.0
H 0.0 0.0 0.0
H 0.0 0.0 0.0
H 0.0 0.0 0.0
H 0.0 0.0 0.0
H 0.0 0.0 0.0
H 0.0 0.0 0.0
H 0.0 0.0 0.0
H 0.0 0.0 0.0
H 0.0 0.0 0.0

Results
* HOMO-LUMO gap: 0.2174 Eh
* calculated total energy: -324331.6683 eV
* net charge: -2
* HOMO energy: -1.84 eV

---

No. 3
The following is a quantum chemistry calculation of a cluster of 6 separate species, C36H70BBrF2N5O20P2S in total at a distorted geometry, from OMol25.

Last column: Mulliken charge in e.
Atoms and positions in Å:
C1 2.1781 2.1618 -3.7826  -0.796
C2 1.1641 2.9416 -4.2831  -0.518
C3 -0.3349 2.7144 -4.0721  -1.015
N1 -0.7507 1.9989 -2.8514  1.996
C4 -1.2888 2.6714 -1.8210  -2.327
N2 -0.7374 3.6914 -1.1733  0.372
P1 -1.4912 4.4867 0.2452  0.174
N3 -0.6970 4.1639 1.5335  -0.423
C5 0.5622 4.2439 -1.5938  1.529
F1 0.2971 5.0984 -2.6511  -0.441
C6 1.3438 5.0333 -0.5516  -1.122
C7 1.0155 6.5347 -0.4107  -1.453
N4 -2.5216 2.2297 -1.2961  1.798
C8 -3.6117 2.6713 -2.1582  -0.773
C9 -4.2637 3.9882 -1.7250  -0.206
O1 -3.7233 5.0361 -1.8779  -0.432
Br1 -6.0424 3.9587 -0.9763  -0.093
C10 -2.4419 0.8346 -0.7439  1.802
C11 -1.6550 1.0442 0.5725  -2.368
C12 -1.6769 -0.0410 1.6217  -0.751
O2 -1.2783 0.1916 2.7319  -0.425
C13 -3.8227 0.3391 -0.3243  -1.271
C14 -4.5786 1.2681 0.6586  -0.850
O3 -4.6363 0.7543 1.9792  -0.541
C15 -1.6620 -0.1293 -1.7361  0.218
C16 -0.3749 -0.7988 -1.1233  -2.335
C17 0.9753 -0.1095 -0.8066  -0.368
C18 1.4165 -0.2691 0.6517  -1.732
F2 1.1027 1.2567 -1.1072  -0.245
B1 -2.5717 -1.4582 -2.0215  -0.603
O4 -2.1871 -2.7001 -1.5115  0.222
O5 -3.7875 -1.3966 -2.6243  -0.378
C19 -4.3350 -2.5928 -3.2173  -0.486
C20 -5.4845 -2.1989 -4.1574  -1.129
C21 -1.3007 0.5938 -3.0828  -0.260
N5 -0.2443 -0.1509 -3.7219  -0.338
P2 -2.6635 0.5382 -4.4382  0.387
S1 -2.5430 -0.9704 -5.6461  -0.334
H1 2.3455 1.1330 -4.0947  0.412
H2 2.8817 2.5605 -3.0565  0.270
H3 1.3773 3.7756 -4.9485  0.449
H4 -0.8132 3.6874 -4.1011  0.671
H5 -0.6464 2.2076 -4.9879  0.673
H6 -1.5274 5.8218 -0.1430  0.152
H7 -2.8122 4.0638 0.3711  -0.091
H8 -1.2774 3.6885 2.2145  0.302
H9 1.1865 3.4198 -1.9084  -0.587
H10 1.4063 4.5134 0.3991  0.469
H11 2.3659 4.9959 -0.9301  0.654
H12 0.1044 6.8500 -0.9049  0.411
H13 1.8568 7.1339 -0.7389  0.372
H14 0.9069 6.7572 0.6506  0.329
H15 -3.2083 2.9621 -3.1347  0.319
H16 -4.4015 1.9614 -2.3764  0.701
H17 -0.6396 1.3833 0.3923  1.298
H18 -2.1088 1.8815 1.0963  0.571
H19 -2.0396 -1.0618 1.4027  0.332
H20 -4.5086 0.2264 -1.1594  0.762
H21 -3.8053 -0.6283 0.1727  0.944
H22 -4.1317 2.2575 0.6957  0.162
H23 -5.6067 1.3911 0.3203  0.162
H24 -4.8933 -0.1711 1.9468  0.434
H25 -0.1220 -1.5807 -1.8325  1.227
H26 -0.6433 -1.3710 -0.2431  0.926
H27 1.7736 -0.6147 -1.3497  0.573
H28 2.5020 -0.1802 0.6664  0.585
H29 1.0458 0.5301 1.2869  0.183
H30 1.1943 -1.2631 1.0304  0.428
H31 -2.6450 -2.8161 -0.6699  0.214
H32 -3.5890 -3.1241 -3.7964  0.349
H33 -4.7573 -3.2303 -2.4447  0.382
H34 -5.4129 -2.7610 -5.0821  0.316
H35 -5.3698 -1.1462 -4.4037  0.229
H36 -6.4500 -2.3475 -3.6840  0.321
H37 -0.1658 0.0349 -4.7154  0.550
H38 0.6525 0.0743 -3.3010  -0.082
H39 -3.9202 0.5978 -3.8343  -0.140
H40 -2.5893 1.7326 -5.1723  0.220
C22 1.0432 3.2073 4.2681  -0.612
O6 1.9012 3.5763 5.3505  -0.264
C23 3.1113 3.9760 4.9701  0.690
O7 3.5081 4.0445 3.8348  -0.564
O8 3.8081 4.2874 6.0598  -0.321
C24 5.1408 4.7373 5.8014  -0.636
H41 0.0952 2.8960 4.6999  0.294
H42 0.8782 4.0523 3.6038  0.298
H43 1.4660 2.3692 3.7156  0.294
H44 5.1302 5.6432 5.1989  0.293
H45 5.7183 3.9612 5.3034  0.297
H46 5.5847 4.9526 6.7684  0.218
C25 0.1653 -6.3130 3.2414  -0.597
O9 -0.7126 -5.2681 3.6731  -0.351
C26 -0.0884 -4.1532 4.0532  0.791
O10 1.1004 -3.9761 4.0501  -0.555
O11 -1.0098 -3.2669 4.4257  -0.322
C27 -0.4734 -2.0095 4.8584  -0.389
H47 -0.4676 -7.1510 2.9654  0.221
H48 0.7445 -5.9956 2.3762  0.265
H49 0.8301 -6.6133 4.0482  0.300
H50 0.0781 -1.5334 4.0532  0.103
H51 0.1633 -2.1400 5.7311  0.405
H52 -1.3151 -1.3792 5.1262  0.132
C28 3.1482 -5.9930 -3.3524  -0.606
O12 1.7562 -6.3146 -3.4599  -0.347
C29 0.9730 -5.6736 -2.6032  0.802
O13 1.3312 -4.8710 -1.7765  -0.553
O14 -0.2839 -6.0611 -2.8118  -0.359
C30 -1.2272 -5.4392 -1.9354  -0.025
H53 3.6664 -6.5803 -4.1032  0.228
H54 3.3164 -4.9373 -3.5511  0.287
H55 3.5271 -6.2563 -2.3670  0.304
H56 -1.2199 -4.3646 -2.0644  -0.234
H57 -1.0144 -5.6980 -0.8979  0.276
H58 -2.2084 -5.8263 -2.2002  0.301
C31 -3.6587 0.4702 7.4458  -0.505
O15 -2.8114 0.8424 8.5326  -0.336
C32 -1.5954 1.2456 8.1702  0.792
O16 -1.1826 1.3156 7.0409  -0.492
O17 -0.9147 1.5588 9.2655  -0.338
C33 0.4218 2.0127 9.0201  -0.572
H59 -4.6047 0.1672 7.8842  0.256
H60 -3.8231 1.3144 6.7787  0.274
H61 -3.2324 -0.3665 6.8948  0.159
H62 0.4168 2.9170 8.4152  0.270
H63 1.0060 1.2370 8.5297  0.267
H64 0.8538 2.2301 9.9918  0.228
C34 7.2720 -3.9926 -6.9767  -0.622
O18 8.1375 -4.3157 -5.8863  -0.324
C35 7.5090 -4.6482 -4.7631  0.826
O19 6.3150 -4.6915 -4.6084  -0.544
O20 8.4250 -4.9251 -3.8405  -0.308
C36 7.8916 -5.3046 -2.5699  -0.604
H65 7.9151 -3.7445 -7.8152  0.221
H66 6.6493 -4.8455 -7.2389  0.295
H67 6.6499 -3.1339 -6.7316  0.283
H68 7.2936 -6.2094 -2.6593  0.281
H69 7.2944 -4.4987 -2.1475  0.282
H70 8.7432 -5.4982 -1.9254  0.211

Forces on the atoms, in the same order (eV/Å):
C -0.4 0.3 -0.4
C 0.2 -0.5 0.3
C 1.6 -0.6 -1.7
N -1.9 0.4 -0.3
C 0.3 0.0 0.6
N -0.3 0.4 -0.7
P 0.0 -0.5 1.5
N 0.0 0.3 -0.2
C 0.2 0.6 0.7
F 0.1 -0.2 -0.2
C 0.6 0.3 -0.4
C 0.0 -0.3 0.9
N -0.4 -0.5 -0.1
C -0.4 0.3 -0.7
C 0.1 0.7 0.2
O 0.1 -0.2 0.1
Br 0.1 -0.2 -0.2
C 0.8 -0.2 0.8
C -0.4 0.1 -0.1
C 0.5 0.0 0.6
O -0.1 0.0 -0.2
C -1.3 1.1 -0.1
C -0.4 -0.6 0.1
O 0.7 0.3 0.1
C 0.1 -0.1 0.0
C 0.2 0.4 -0.5
C 0.6 -0.7 1.2
C 0.6 0.2 -0.4
F -0.3 0.1 -0.2
B -0.5 -0.5 0.1
O -0.2 1.1 0.3
O 0.6 0.3 -0.3
C -1.2 0.0 -0.5
C 0.5 0.2 0.4
C 0.7 -0.2 -0.3
N 0.1 0.2 0.0
P -0.5 -0.9 -0.7
S 0.2 0.1 0.0
H -1.1 -0.7 1.5
H 1.4 0.5 -1.5
H 0.1 1.3 1.5
H 0.1 0.1 0.1
H -0.7 -0.4 0.4
H 0.1 -0.1 -0.5
H -0.1 0.2 -0.7
H 0.2 -0.1 0.1
H -0.3 -0.2 -0.3
H -0.3 -0.1 0.1
H 0.0 -0.1 -0.1
H 0.1 0.1 -0.3
H -0.1 0.1 -0.3
H -0.1 0.1 0.0
H 0.0 -0.1 -0.1
H 0.2 -0.4 0.5
H 0.2 -0.2 0.0
H -0.1 0.0 0.0
H -0.1 0.0 -0.3
H 0.3 -0.2 -0.3
H 0.4 -0.2 -0.2
H 0.0 0.1 0.2
H 0.0 0.1 -0.3
H -0.2 0.0 0.0
H 0.0 -0.1 0.0
H -0.2 0.2 0.2
H -0.2 0.1 -0.6
H 0.1 0.0 0.1
H -0.3 -0.2 0.2
H -0.2 0.0 0.1
H 0.0 -0.5 0.0
H 0.4 0.0 0.3
H 0.4 -0.1 0.2
H -0.2 -0.1 -0.1
H -0.1 0.1 -0.2
H -0.1 0.0 -0.1
H -0.1 -0.3 -0.1
H 0.0 -0.1 0.1
H 0.2 0.3 0.3
H 0.0 0.3 0.5
C -0.3 -0.1 -0.1
O -0.1 0.0 0.0
C 0.0 0.0 0.1
O 0.0 0.0 -0.1
O 0.0 0.0 0.0
C 0.2 0.1 0.1
H 0.1 0.0 0.2
H 0.1 0.0 -0.1
H 0.1 0.1 -0.1
H 0.0 0.0 -0.1
H 0.0 0.0 -0.1
H -0.1 0.0 0.1
C 0.0 -0.2 -0.1
O 0.0 0.0 0.0
C -0.1 0.0 0.0
O 0.1 0.0 0.0
O -0.1 0.1 0.0
C 0.0 0.2 0.2
H -0.1 0.1 0.0
H 0.1 0.1 0.1
H 0.1 0.1 0.0
H 0.1 0.0 0.0
H 0.1 -0.1 -0.1
H -0.1 -0.1 -0.1
C 0.2 0.0 -0.1
O 0.0 0.0 0.0
C 0.0 0.0 -0.1
O 0.0 0.1 0.0
O -0.1 -0.1 0.1
C -0.1 -0.1 0.0
H -0.1 -0.1 -0.1
H 0.0 0.0 0.1
H 0.0 0.1 0.0
H 0.2 -0.2 0.0
H 0.1 0.1 0.0
H 0.1 -0.1 -0.1
C -0.2 -0.1 -0.1
O -0.1 0.0 0.0
C 0.0 0.0 0.1
O 0.0 0.0 -0.2
O 0.0 0.0 0.1
C 0.2 0.1 0.1
H 0.0 0.0 0.1
H 0.1 0.0 0.0
H 0.1 0.1 0.0
H 0.0 -0.1 -0.1
H 0.0 0.0 -0.1
H -0.1 0.0 0.1
C 0.0 0.0 -0.2
O 0.0 0.0 0.0
C 0.1 0.0 0.0
O -0.1 0.0 0.0
O 0.0 0.0 0.0
C 0.0 -0.1 0.2
H 0.1 0.0 0.1
H -0.1 0.0 0.1
H -0.1 -0.1 0.1
H -0.1 0.0 0.0
H -0.1 0.0 -0.1
H 0.1 0.0 -0.1

Results
* HOMO-LUMO gap: 0.2782 Eh
* calculated total energy: -192424.3498 eV
* net charge: +1
* HOMO energy: -11.16 eV